Version i
9
Properties=species:S:1:pos:R:3 method="wB97M-V/def2-TZVPD" charge=+1 orbital_gap_ev="7.62 / 7.30"
C 3.010 -0.729 -0.136
C 2.055 1.025 0.090
N 3.265 0.561 -0.127
N 1.906 -1.305 0.038
N 1.319 -0.137 0.169
N -1.089 -0.543 -0.188
H 1.908 2.052 0.315
H -1.346 -1.363 0.328
H -1.686 0.370 -0.202


Version ii
9
Properties=species:S:1:pos:R:3 method="wB97M-V/def2-TZVPD" charge=+1 orbital_gap_ev="7.72 / 7.72"
C -2.792 -0.536 0.001
C -1.465 0.986 -0.038
N -2.770 0.737 -0.019
N -1.783 -1.261 -0.001
N -0.814 -0.193 0.113
N 0.391 -0.603 -0.051
H -1.112 1.934 -0.051
H 0.692 -1.221 0.668
H 0.906 -0.696 -0.899


Version iii
9
Properties=species:S:1:pos:R:3 method="wB97M-V/def2-TZVPD" charge=+1 orbital_gap_ev=7.54
C -3.807 -0.131 0.105
C -0.729 0.379 -0.107
N -1.830 1.078 0.009
N -2.603 -0.056 -0.038
N -1.422 -0.834 -0.216
N 0.499 0.728 -0.062
H -1.428 -1.686 0.304
H 0.770 1.676 -0.274
H 1.308 0.135 0.152


We find version ii to be the most stable, with the next structure 0.741 eV higher.


Version i
15
Properties=species:S:1:pos:R:3 method="wB97M-V/def2-TZVPD" smiles=Cc1nc(N)c(O)[nH]1 orbital_gap_ev=7.49
C 2.420 -0.098 0.129
C 0.968 -0.111 -0.311
C -0.986 -0.700 -0.082
C -0.953 0.805 0.077
H 2.962 -1.008 0.144
H 2.666 0.534 0.952
H 3.198 0.224 -0.680
H -2.273 -2.369 -0.524
H -2.602 -1.316 1.079
H -2.724 1.578 0.030
H 0.700 2.012 -0.317
N 0.242 -1.107 -0.216
N -2.185 -1.435 -0.050
N 0.320 1.129 -0.100
O -1.755 1.863 -0.131


Version ii
15
Properties=species:S:1:pos:R:3 method="wB97M-V/def2-TZVPD" orbital_gap_ev=9.35
C -0.571 1.016 -1.421
C 0.598 -0.198 1.192
C -0.364 -1.265 0.781
C 0.937 0.191 2.511
H -0.888 2.290 -1.244
H -0.259 0.774 -2.736
H -1.697 0.525 -1.062
H 1.234 1.177 -1.510
H -0.437 -2.020 1.636
H -1.360 -0.695 0.423
H 0.052 -1.451 -1.287
N 0.693 0.413 -1.012
N 0.994 0.775 0.378
N 1.038 0.465 3.663
O 0.030 -1.997 -0.311


We find version i to be the most stable, with the next structure 3.537 eV higher.


Version i
15
Properties=species:S:1:pos:R:3 method="wB97M-V/def2-TZVPD" orbital_gap_ev=8.59
C -2.309 0.988 -0.053
C 0.019 0.491 0.326
C 2.043 0.105 0.254
C 0.209 -0.683 -0.417
H -3.225 0.037 0.616
H -2.987 2.182 -0.292
H -2.189 0.400 -1.346
H -1.093 2.188 0.760
H 3.029 -0.119 0.444
H -0.674 -2.513 -0.123
H -0.903 -2.076 -1.775
N -1.152 1.102 0.589
N 1.227 1.004 0.591
N -0.680 -1.644 -0.794
O 1.563 -1.092 -0.206


Version ii
15
Properties=species:S:1:pos:R:3 method="wB97M-V/def2-TZVPD" orbital_gap_ev=8.78
C 1.002 -1.101 0.317
C 0.204 -0.127 -0.218
C -1.744 -0.349 1.372
C 1.946 1.169 -1.568
H 2.005 -0.783 0.092
H 1.033 -2.087 0.982
H -1.829 0.442 -0.490
H -1.043 -0.993 1.939
H -3.268 -0.718 2.225
H -0.230 0.905 -1.755
H 3.282 1.296 -0.648
N -1.113 0.010 0.108
N -2.963 -0.135 1.528
N 0.799 0.900 -1.017
O 1.920 1.572 -2.867


We find version i to be the most stable, with the next structure 0.494 eV higher.


Version i
27
Properties=species:S:1:pos:R:3 method="wB97M-V/def2-TZVPD" smiles=Cc1c[nH]c2ccccc12.CC orbital_gap_ev=8.73
C 1.837 2.452 1.104
C 1.400 3.788 0.481
H 1.331 2.247 2.048
H 1.663 1.607 0.441
H 2.905 2.494 1.332
H 2.244 4.286 0.011
H 0.933 4.435 1.223
H 0.689 3.629 -0.323
C -2.658 0.050 -1.726
C -0.886 -1.647 -2.374
C -1.532 -0.904 -1.437
C 0.048 -2.219 -0.432
C -0.931 -1.231 -0.170
C 0.833 -2.743 0.598
C -0.905 -0.598 1.078
C 0.850 -2.070 1.799
C 0.009 -0.962 2.038
N 0.023 -2.500 -1.766
H -1.054 -1.707 -3.438
H 0.690 -3.042 -2.294
H -2.938 0.618 -0.838
H -3.525 -0.526 -2.067
H 1.511 -3.550 0.364
H -1.662 0.167 1.249
H 1.540 -2.344 2.594
H 0.011 -0.498 3.015
H -2.425 0.768 -2.510


Version ii
27
Properties=species:S:1:pos:R:3 method="wB97M-V/def2-TZVPD" smiles=Cc1c[nH]c2ccccc12.CC orbital_gap_ev=8.73
C 1.815 1.042 0.743
C -0.715 0.740 0.624
C 0.459 1.252 1.273
C -1.792 1.133 1.516
C 0.110 1.902 2.426
C -2.341 -0.367 -0.698
C -3.372 0.200 0.065
C -1.052 0.061 -0.561
C -3.181 0.887 1.223
N -1.215 1.677 2.630
H -2.668 -0.916 -1.559
H -4.364 0.076 -0.372
H -0.280 -0.259 -1.251
H -3.999 1.315 1.803
H 1.881 1.293 -0.345
H 2.313 0.198 1.221
H 0.787 2.381 3.107
H -1.661 2.038 3.455
H 2.500 1.886 0.927
C 2.634 -1.648 -2.256
C 1.454 -2.473 -1.801
H 3.562 -2.199 -2.069
H 3.068 -1.374 -3.218
H 2.610 -0.633 -1.879
H 1.277 -3.383 -2.425
H 0.511 -1.968 -1.763
H 1.658 -2.859 -0.814


We find version i to be the most stable, with the next structure 1.464 eV higher.


Version i
27
Properties=species:S:1:pos:R:3 method="wB97M-V/def2-TZVPD" smiles=Cc1c[nH]c2ccccc12.CC orbital_gap_ev=8.67
C -1.413 -2.415 -1.430
C -1.451 0.213 1.321
C -1.037 -1.090 0.868
C -1.469 -1.212 -0.478
C -2.270 -0.057 -0.770
C -0.894 0.707 2.509
C -0.012 -0.140 3.197
C 0.261 -1.478 2.785
C -0.099 -1.976 1.516
N -2.176 0.862 0.339
H -1.138 1.651 3.001
H 0.766 0.209 3.932
H -2.893 1.441 0.797
H 0.785 -2.240 3.344
H -2.680 0.445 -1.640
H 0.313 -2.812 1.211
H -2.113 -3.163 -1.437
H -0.513 -3.067 -1.325
H -1.476 -1.912 -2.427
C 1.792 1.463 -1.806
C 3.043 2.528 -1.997
H 1.020 2.050 -1.284
H 1.466 1.162 -2.800
H 2.275 0.664 -1.260
H 2.901 2.954 -3.011
H 3.111 3.372 -1.220
H 3.900 1.841 -1.936


Version ii
27
Properties=species:S:1:pos:R:3 method="wB97M-V/def2-TZVPD" smiles=Cc1c[nH]c2ccccc12.CC orbital_gap_ev=8.81
C 0.014 0.361 -2.929
C 1.522 0.192 0.463
C 0.921 -0.441 -0.645
C 0.764 0.558 -1.666
C 1.348 1.685 -1.195
C 1.576 -0.452 1.689
C 1.159 -1.773 1.716
C 0.462 -1.755 -0.569
C 0.581 -2.428 0.623
N 1.811 1.475 0.092
H 2.355 2.136 0.627
H 2.034 -0.167 2.624
H 1.600 2.622 -1.680
H 1.110 -2.282 2.674
H -0.176 -2.130 -1.357
H -0.946 -0.134 -2.748
H 0.532 -0.182 -3.734
H 0.157 -3.418 0.770
H -0.315 1.282 -3.409
C -2.048 1.297 0.809
C -2.015 -0.110 1.378
H -3.016 1.477 0.354
H -1.886 2.114 1.522
H -1.300 1.518 0.038
H -2.113 -0.754 0.508
H -2.899 -0.256 1.992
H -1.233 -0.434 2.054


Version iii
27
Properties=species:S:1:pos:R:3 method="wB97M-V/def2-TZVPD" smiles=Cc1c[nH]c2ccccc12.CC orbital_gap_ev=8.64
C -0.024 -0.467 4.947
C 1.268 -1.429 4.804
H -0.706 -0.837 5.634
H 0.318 0.441 5.272
H -0.492 -0.326 3.905
H 1.941 -0.952 4.099
H 0.948 -2.373 4.525
H 1.595 -1.601 5.877
C 0.756 -1.787 -3.197
C 0.225 -0.163 -1.314
C 0.225 -0.544 -2.651
C -0.527 1.184 -1.239
C -0.428 0.462 -3.372
C 0.132 -0.045 1.145
C -0.676 1.133 1.105
C 0.564 -0.733 0.032
C -0.958 1.821 -0.040
N -0.951 1.451 -2.548
H 0.278 -0.345 2.227
H -0.916 1.649 1.980
H 1.177 -1.701 0.137
H -1.550 2.812 0.066
H 1.919 -1.846 -2.973
H 0.563 -1.792 -4.318
H -0.550 0.538 -4.477
H -1.482 2.157 -2.824
H 0.262 -2.570 -2.611


We find version ii to be the most stable, with the next structure 1.767 eV higher.


Version i
72
Properties=species:S:1:pos:R:3 method="wB97M-V/def2-TZVPD" smiles="COC(=O)OC.COC(=O)OC.COC(=O)OC.COC(=O)OC.COC(=O)OC.COC(=O)OC" orbital_gap_ev=11.16
C -26.079 0.022 6.293
O -24.728 0.287 6.606
C -24.361 1.540 6.832
O -25.081 2.493 6.960
O -23.058 1.500 7.147
C -22.485 2.718 7.556
H -26.132 -0.966 5.840
H -26.465 0.698 5.528
H -26.691 0.035 7.196
H -22.737 3.575 6.929
H -21.401 2.631 7.466
H -22.718 2.935 8.600
C -27.342 7.538 11.120
O -27.506 7.071 12.462
C -28.383 7.732 13.171
O -28.938 8.741 12.849
O -28.544 7.083 14.322
C -29.401 7.732 15.248
H -28.283 7.362 10.589
H -26.672 6.987 10.462
H -27.108 8.596 11.156
H -30.073 6.993 15.686
H -30.081 8.464 14.816
H -28.828 8.208 16.041
C -23.872 12.884 12.322
O -24.688 12.098 11.478
C -26.025 12.242 11.646
O -26.581 13.086 12.280
O -26.567 11.358 10.821
C -27.979 11.440 10.651
H -24.090 13.937 12.132
H -22.823 12.710 12.092
H -23.949 12.716 13.398
H -28.574 11.762 11.501
H -28.300 10.460 10.311
H -28.261 12.127 9.847
C -27.045 4.318 1.433
O -27.095 3.338 2.480
C -27.451 3.762 3.688
O -27.475 4.913 4.047
O -27.637 2.710 4.465
C -28.252 2.863 5.730
H -26.349 5.122 1.642
H -28.070 4.683 1.329
H -26.862 3.758 0.521
H -29.334 3.002 5.734
H -27.773 3.540 6.431
H -28.171 1.883 6.202
C -22.287 8.637 8.975
O -21.185 9.535 8.995
C -21.432 10.811 8.805
O -22.507 11.312 8.695
O -20.251 11.418 8.762
C -20.213 12.744 8.324
H -23.198 9.130 9.295
H -22.075 7.723 9.530
H -22.311 8.229 7.958
H -20.474 12.868 7.270
H -19.240 13.195 8.505
H -20.891 13.460 8.806
C -25.097 5.365 6.362
O -25.092 6.764 6.262
C -25.630 7.516 7.200
O -26.259 7.097 8.142
O -25.386 8.783 6.939
C -25.627 9.695 8.016
H -26.107 4.962 6.501
H -24.529 4.938 7.184
H -24.887 4.977 5.367
H -25.339 9.206 8.944
H -26.671 10.001 8.046
H -25.013 10.589 7.936


Version ii
72
Properties=species:S:1:pos:R:3 method="wB97M-V/def2-TZVPD" smiles="COC(=O)OC.COC(=O)OC.COC(=O)OC.COC(=O)OC.COC(=O)OC.COC(=O)OC" orbital_gap_ev=10.88
C 19.458 16.508 17.996
O 19.842 17.755 18.536
C 18.990 18.448 19.232
O 17.935 18.020 19.602
O 19.481 19.619 19.396
C 18.733 20.719 19.814
H 18.464 16.486 17.548
H 19.380 15.733 18.759
H 20.280 16.179 17.359
H 18.064 20.518 20.652
H 18.097 21.127 19.028
H 19.418 21.499 20.147
C 1.861 24.202 17.333
O 0.550 23.610 17.266
C -0.283 23.912 16.264
O -0.156 24.779 15.371
O -1.408 23.199 16.394
C -2.399 23.160 15.330
H 2.341 23.747 18.199
H 1.780 25.288 17.389
H 2.494 23.892 16.502
H -2.509 24.185 14.974
H -3.342 22.948 15.834
H -2.141 22.402 14.591
C 2.588 22.218 7.031
O 3.182 22.639 8.228
C 3.403 23.905 8.435
O 2.959 24.820 7.740
O 4.245 24.096 9.478
C 4.379 23.205 10.561
H 3.228 22.504 6.196
H 1.635 22.736 6.917
H 2.562 21.131 7.099
H 3.895 23.639 11.435
H 5.381 23.022 10.949
H 3.817 22.291 10.368
C 4.775 17.336 14.492
O 4.211 17.343 15.770
C 3.313 18.258 16.101
O 3.229 19.362 15.560
O 2.537 17.714 17.093
C 1.417 18.449 17.672
H 5.126 18.323 14.188
H 4.002 17.027 13.788
H 5.611 16.649 14.364
H 0.767 18.648 16.819
H 1.747 19.407 18.076
H 0.865 17.992 18.493
C 19.587 27.948 19.394
O 18.225 27.741 19.154
C 17.848 26.931 18.089
O 18.564 26.214 17.365
O 16.483 27.058 17.955
C 15.729 26.387 16.962
H 19.891 28.992 19.316
H 20.140 27.492 18.573
H 19.914 27.552 20.356
H 16.071 25.367 16.784
H 15.470 27.034 16.124
H 14.771 26.192 17.443
C 12.496 18.510 17.136
O 11.130 18.780 16.796
C 10.728 20.064 16.881
O 11.403 21.004 17.295
O 9.468 20.141 16.507
C 8.741 21.370 16.671
H 13.132 18.722 16.276
H 12.527 17.548 17.646
H 12.844 19.167 17.934
H 9.207 22.354 16.635
H 8.203 21.290 17.616
H 7.970 21.333 15.902


Version iii
72
Properties=species:S:1:pos:R:3 method="wB97M-V/def2-TZVPD" smiles="COC(=O)OC.COC(=O)OC.COC(=O)OC.COC(=O)OC.COC(=O)OC.COC(=O)OC" orbital_gap_ev=10.74
C -5.025 -1.317 -1.115
O -5.269 -2.360 -0.206
C -5.585 -3.614 -0.566
O -5.584 -3.880 -1.716
O -5.812 -4.439 0.430
C -6.157 -5.755 -0.023
H -4.528 -0.557 -0.710
H -6.008 -1.033 -1.625
H -4.237 -1.515 -1.963
H -7.154 -5.702 -0.146
H -6.182 -6.566 0.819
H -5.494 -6.222 -0.630
C 0.373 4.089 2.554
O 1.367 4.896 3.119
C 2.601 4.226 3.164
O 2.811 3.047 2.810
O 3.538 5.012 3.664
C 4.819 4.606 3.779
H -0.662 4.400 2.897
H 0.169 3.071 2.759
H 0.568 3.923 1.369
H 5.041 3.617 4.201
H 5.352 5.573 4.397
H 5.421 4.086 2.952
C 1.599 1.424 -0.201
O 0.749 0.325 0.115
C -0.404 0.500 0.607
O -0.883 1.548 0.801
O -1.061 -0.703 0.924
C -2.370 -0.711 1.414
H 1.366 1.699 -1.259
H 2.555 1.070 -0.359
H 1.525 2.260 0.440
H -2.384 -0.732 2.554
H -3.106 -1.422 0.803
H -2.928 0.212 0.995
C -1.351 -2.567 -2.198
O -0.740 -1.322 -2.786
C -1.285 -0.165 -3.009
O -2.450 0.141 -2.576
O -0.364 0.796 -3.663
C -0.921 2.026 -3.727
H -1.968 -3.184 -2.771
H -1.696 -2.192 -1.258
H -0.463 -3.198 -1.835
H -0.973 2.597 -2.731
H -2.020 2.177 -4.342
H -0.223 2.682 -4.128
C 3.016 0.337 -3.565
O 3.811 0.207 -4.741
C 4.935 -0.470 -4.749
O 5.495 -0.806 -3.649
O 5.580 -0.751 -5.873
C 6.688 -1.568 -6.023
H 2.246 1.113 -3.630
H 3.488 0.334 -2.578
H 2.180 -0.505 -3.518
H 6.481 -2.666 -5.841
H 7.544 -1.405 -5.566
H 6.755 -1.703 -7.068
C -1.183 1.790 5.297
O -1.168 0.606 4.696
C -0.206 -0.171 4.399
O 0.891 0.143 4.647
O -0.557 -1.482 4.018
C 0.550 -2.413 3.879
H -0.656 1.640 6.271
H -2.263 2.096 5.583
H -0.840 2.725 4.756
H 0.989 -2.859 4.773
H 1.403 -1.829 3.350
H 0.282 -3.188 3.118


We find version i to be the most stable, with the next structure 1.932 eV higher.


Version i
12
Properties=species:S:1:pos:R:3 method="wB97M-V/def2-TZVPD" orbital_gap_ev=8.91
C 0.641 0.422 -0.012
C -0.817 0.468 -0.051
H 3.089 -0.342 -0.381
H 2.493 -1.917 -0.354
H 1.695 1.467 1.330
H 0.745 2.318 0.151
H -2.974 -0.614 0.594
N 2.371 -1.017 0.062
N 1.042 -0.838 -0.143
N 1.463 1.560 0.034
O -1.548 1.497 -0.198
S -1.609 -1.010 0.060


Version ii
12
Properties=species:S:1:pos:R:3 method="wB97M-V/def2-TZVPD" orbital_gap_ev=8.61
C 0.050 0.688 -0.031
C 1.348 -1.341 -0.002
H -1.093 2.159 0.232
H -1.884 1.236 -0.969
H 1.817 0.883 -0.095
H -2.562 -0.873 1.006
H 1.346 -2.391 0.347
N -1.285 1.192 0.089
N 1.038 1.438 -0.233
N 0.137 -0.668 -0.041
O 2.465 -0.874 -0.087
S -1.378 -1.449 -0.216


We find version i to be the most stable, with the next structure 0.145 eV higher.


Version i
12
Properties=species:S:1:pos:R:3 method="wB97M-V/def2-TZVPD" orbital_gap_ev=10.13
C 0.892 0.632 -0.022
C -0.409 1.228 -0.496
H 2.886 -1.395 -0.609
H 0.344 -1.295 -0.607
H 2.459 0.769 1.019
H -0.231 2.274 -0.805
H -3.252 -0.572 0.218
N 1.131 -0.624 -0.576
N 1.628 1.310 0.742
N -1.586 0.809 -0.372
O 2.215 -1.253 0.036
S -1.940 -0.711 0.315


Version ii
12
Properties=species:S:1:pos:R:3 method="wB97M-V/def2-TZVPD" smiles="N[C@H]1CN1[N+]([O-])=S" orbital_gap_ev="8.43 / 8.43"
C -0.431 1.151 0.354
C 0.522 0.352 -0.468
N -0.441 -0.295 0.427
N -0.196 -1.204 1.443
N 0.237 0.174 -1.854
O -0.907 -1.239 2.452
S 0.920 -2.298 0.962
H -0.120 1.798 1.243
H -1.195 1.548 -0.177
H 1.611 0.425 -0.134
H -0.612 0.407 -2.162
H 0.611 -0.819 -2.086


We find version i to be the most stable, with the next structure 2.234 eV higher.